C5H16AgFO5 as an isolated structure in a non-equilibrium geometry. Source: the Open Molecules 2025 dataset; level of theory: ωB97M-V/def2-TZVPD.

For the frontier orbital gap, the calculation gives 7.56 eV. For the strongest force on any atom, the calculation gives 1.7 eV/Å. The energy relative to the best compared isomer or geometry (same formula, charge and spin) comes out at 0.0 kJ/mol. Its HOMO energy is -9.80 eV. The charge is 0.

The geometry in XYZ format:
```
28
Properties=species:S:1:pos:R:3:lowdin_charge:R:1
Ag 2.047 1.819 1.484 0.8705
F 0.289 0.845 0.609 -0.5047
C 0.587 -1.291 -2.178 -0.1645
O 1.516 -0.713 -1.282 -0.1508
H 0.448 -0.573 -3.002 0.0736
H 0.971 -2.142 -2.745 0.0740
H -0.369 -1.550 -1.722 0.0767
H 1.043 -0.109 -0.688 0.0017
C 0.571 -2.078 1.942 -0.2524
C 2.060 -1.682 1.910 -0.2338
O 2.455 -1.147 3.198 -0.0985
O -0.248 -1.080 2.539 -0.0710
H 0.536 -2.959 2.594 0.1187
H 0.301 -2.432 0.944 0.1164
H 2.141 -0.867 1.196 0.0556
H 2.679 -2.542 1.663 0.1196
H 1.784 -1.515 3.788 0.0745
H -0.229 -0.391 1.840 0.0406
C -2.711 1.948 -1.012 -0.2516
C -1.566 2.515 -1.826 -0.2335
O -0.505 2.987 -0.972 -0.1091
O -2.530 0.578 -0.711 -0.0664
H -3.602 2.068 -1.634 0.1172
H -2.828 2.556 -0.112 0.1204
H -1.806 3.350 -2.484 0.1145
H -1.198 1.731 -2.500 0.1135
H -0.206 2.215 -0.462 0.0054
H -1.630 0.461 -0.378 0.0433
```

***

C5H16CsN2O3 as an isolated structure in a non-equilibrium geometry. Source: the Open Molecules 2025 dataset; level of theory: ωB97M-V/def2-TZVPD.

For the frontier orbital gap, the calculation gives 10.44 eV. For the strongest force on any atom, the calculation gives 1.5 eV/Å. The energy relative to the best compared isomer or geometry (same formula, charge and spin) comes out at 0.0 kJ/mol. Its HOMO energy is -13.23 eV. The charge is +1.

The geometry in XYZ format:
```
27
Properties=species:S:1:pos:R:3:lowdin_charge:R:1
Cs 0.038 1.206 -0.339 1.1579
C -0.881 0.487 3.338 -0.1351
O -1.558 0.782 2.119 -0.2729
H -0.849 1.317 4.048 0.0895
H -1.410 -0.270 3.926 0.0866
H 0.119 0.133 3.107 0.0810
H -2.288 1.383 2.296 0.0872
C 3.686 2.563 0.648 -0.6644
O 2.508 2.310 0.946 -0.1560
N 4.598 1.574 0.438 0.1669
N 4.127 3.815 0.391 0.1722
H 5.554 1.723 0.188 0.1058
H 4.255 0.635 0.529 0.1087
H 3.442 4.545 0.305 0.1151
H 5.065 4.033 0.121 0.1076
C -2.861 -2.848 -2.753 -0.0362
C -2.209 -1.632 -2.049 -0.4761
C -2.049 -1.835 -0.568 -0.0784
O -0.871 -1.523 -2.577 -0.1009
H -3.129 -2.662 -3.791 0.0849
H -3.802 -3.131 -2.274 0.0868
H -2.173 -3.691 -2.657 0.0857
H -2.714 -0.715 -2.360 0.1401
H -1.339 -1.126 -0.141 -0.0308
H -1.668 -2.830 -0.317 0.0958
H -3.005 -1.800 -0.038 0.0954
H -0.585 -2.445 -2.535 0.0833
```